# 1
{
  "formula": "C16H24N4S2Se2Y",
  "method": "wB97M-V/def2-TZVPD",
  "spin_multiplicity": 1,
  "charge": 3,
  "total_energy_ha": -6479.8838,
  "mol_weight_g_mol": 583.356,
  "lumo_energy_ev": -9.303,
  "orbital_gap_ev": 8.0641,
  "symbols": ["Y", "C", "C", "N", "C", "C", "S", "C", "C", "S", "C", "N", "C", "H", "H", "H", "H", "H", "H", "H", "H", "C", "Se", "C", "C", "Se", "C", "H", "H", "H", "H", "H", "H", "H", "H", "H", "H", "C", "C", "N", "C", "C", "N", "H", "H", "H", "H", "H", "H"],
  "positions_angstrom": [[-0.511, 0.743, 1.134], [2.508, -0.515, -0.967], [2.330, 0.955, -0.809], [1.325, 1.515, -0.156], [1.405, 2.907, -0.178], [2.488, 3.377, -0.846], [3.417, 2.089, -1.473], [0.354, 3.706, 0.456], [0.179, 5.049, 0.367], [-1.173, 5.549, 1.285], [-1.489, 3.933, 1.731], [-0.615, 3.077, 1.231], [-2.610, 3.522, 2.627], [1.608, -1.054, -0.665], [3.354, -0.867, -0.373], [2.729, -0.768, -2.004], [2.783, 4.404, -0.996], [0.781, 5.769, -0.166], [-2.488, 3.963, 3.617], [-2.630, 2.434, 2.736], [-3.578, 3.858, 2.253], [-3.294, 2.943, -1.294], [-2.440, 1.202, -1.129], [-3.864, 0.278, -0.093], [-3.658, -1.219, -0.126], [-1.933, -1.845, 0.612], [-2.585, -2.925, 2.101], [-3.686, 3.270, -0.335], [-4.098, 2.834, -2.016], [-2.559, 3.647, -1.675], [-4.804, 0.519, -0.590], [-3.887, 0.686, 0.918], [-3.694, -1.588, -1.149], [-4.428, -1.724, 0.455], [-3.235, -3.675, 1.658], [-3.121, -2.323, 2.828], [-1.734, -3.421, 2.558], [1.416, -2.193, 2.536], [1.049, -1.093, 3.468], [0.366, 0.018, 3.165], [0.305, 0.776, 4.336], [0.941, 0.111, 5.326], [1.395, -1.055, 4.759], [0.920, -2.082, 1.571], [1.143, -3.165, 2.948], [2.495, -2.207, 2.367], [-0.173, 1.741, 4.371], [1.107, 0.357, 6.361], [1.926, -1.765, 5.245]],
  "mulliken_charge": [1.247, -1.075, 0.653, -0.051, 0.081, -0.589, -0.041, 0.012, -0.539, -0.042, 0.618, 0.215, -1.265, 0.174, 0.321, 0.437, 0.429, 0.444, 0.372, 0.235, 0.384, -0.911, 0.212, -0.790, -0.774, 0.196, -1.030, 0.244, 0.416, 0.352, 0.519, 0.348, 0.416, 0.509, 0.414, 0.375, 0.341, -0.892, 0.221, -0.008, -0.307, -0.688, 0.016, -0.042, 0.392, 0.357, 0.451, 0.411, 0.230]
}

=====

# 2
{
  "formula": "C42H45I2N2",
  "method": "wB97M-V/def2-TZVPD",
  "e_above_lowest_kj_mol": 0.0,
  "spin_multiplicity": 1,
  "charge": 1,
  "total_energy_ha": -2332.0570,
  "mol_weight_g_mol": 831.644,
  "lumo_energy_ev": -4.495,
  "orbital_gap_ev": 6.3060,
  "symbols": ["C", "C", "I", "C", "C", "C", "N", "I", "C", "N", "H", "H", "H", "H", "H", "H", "H", "H", "H", "C", "C", "C", "C", "C", "C", "H", "H", "H", "H", "H", "H", "C", "C", "C", "C", "C", "C", "H", "H", "H", "H", "H", "H", "C", "C", "C", "C", "C", "C", "H", "H", "H", "H", "H", "H", "C", "C", "C", "C", "C", "C", "H", "H", "H", "H", "H", "H", "C", "C", "C", "C", "C", "C", "H", "H", "H", "H", "H", "H", "C", "C", "C", "C", "C", "C", "H", "H", "H", "H", "H", "H"],
  "positions_angstrom": [[3.130, 2.120, 1.098], [2.261, 1.076, 1.808], [3.516, -0.470, 2.598], [1.235, 0.458, 0.846], [-0.128, 1.015, 1.010], [-0.570, 2.174, 1.574], [-1.936, 2.252, 1.412], [-3.092, 3.789, 2.064], [-2.348, 1.170, 0.749], [-1.272, 0.414, 0.524], [2.705, 2.376, 0.135], [3.195, 3.028, 1.683], [4.137, 1.773, 0.927], [1.794, 1.548, 2.658], [1.553, 0.672, -0.170], [1.190, -0.620, 0.915], [-0.008, 2.939, 2.067], [-3.351, 0.962, 0.444], [-1.303, -0.474, 0.045], [0.130, 1.549, -2.655], [-0.189, 0.845, -3.808], [0.626, 0.954, -4.925], [1.756, 1.760, -4.885], [2.073, 2.462, -3.731], [1.257, 2.357, -2.614], [-0.511, 1.478, -1.783], [-1.070, 0.216, -3.840], [0.380, 0.412, -5.828], [2.390, 1.842, -5.757], [2.951, 3.093, -3.703], [1.493, 2.916, -1.717], [3.788, 5.228, 4.201], [3.386, 6.472, 4.666], [2.143, 6.623, 5.264], [1.300, 5.529, 5.403], [1.702, 4.284, 4.941], [2.944, 4.135, 4.338], [4.758, 5.111, 3.736], [4.044, 7.325, 4.565], [1.832, 7.594, 5.625], [0.336, 5.646, 5.879], [1.050, 3.426, 5.060], [3.260, 3.165, 3.977], [1.498, -4.849, 1.664], [1.286, -3.578, 2.180], [0.180, -3.330, 2.982], [-0.706, -4.356, 3.283], [-0.496, -5.625, 2.763], [0.604, -5.870, 1.952], [2.360, -5.048, 1.041], [1.985, -2.773, 1.990], [0.027, -2.341, 3.403], [-1.551, -4.170, 3.933], [-1.183, -6.427, 2.998], [0.770, -6.860, 1.547], [0.848, -7.506, -1.464], [0.589, -8.844, -1.199], [1.572, -9.797, -1.425], [2.814, -9.412, -1.910], [3.073, -8.074, -2.171], [2.089, -7.121, -1.950], [0.081, -6.762, -1.289], [-0.379, -9.144, -0.818], [1.369, -10.841, -1.224], [3.580, -10.155, -2.084], [4.042, -7.775, -2.549], [2.290, -6.078, -2.159], [-5.684, -1.544, -0.460], [-6.765, -2.411, -0.403], [-6.624, -3.654, 0.198], [-5.405, -4.030, 0.746], [-4.324, -3.163, 0.694], [-4.469, -1.924, 0.090], [-5.795, -0.577, -0.936], [-7.715, -2.121, -0.829], [-7.465, -4.332, 0.237], [-5.298, -5.000, 1.213], [-3.374, -3.455, 1.114], [-3.620, -1.252, 0.039], [-0.288, 7.377, -4.710], [-1.329, 7.980, -4.018], [-2.104, 7.235, -3.142], [-1.834, 5.886, -2.954], [-0.791, 5.283, -3.644], [-0.020, 6.028, -4.524], [0.313, 7.959, -5.395], [-1.537, 9.032, -4.164], [-2.920, 7.705, -2.608], [-2.440, 5.304, -2.271], [-0.581, 4.231, -3.499], [0.789, 5.556, -5.066]],
  "mulliken_charge": [-0.679, -0.493, 0.119, -0.183, -0.314, -0.386, -0.448, 0.383, -0.181, 0.352, -0.004, 0.173, 0.461, 0.362, 0.198, 0.267, 0.716, 0.369, 0.272, -0.180, -0.581, -0.462, -0.548, -0.650, -0.238, 0.380, 0.414, 0.404, 0.405, 0.444, 0.583, -0.553, -0.369, -0.413, -0.498, -0.465, -0.312, 0.379, 0.372, 0.373, 0.383, 0.492, 0.634, -0.736, 0.075, -0.254, -0.524, -0.518, -0.293, 0.425, -0.023, 0.466, 0.454, 0.400, 0.490, -0.387, -0.382, -0.402, -0.367, -0.426, -0.332, 0.433, 0.374, 0.369, 0.365, 0.365, 0.394, -0.485, -0.419, -0.463, -0.451, -0.539, 0.531, 0.376, 0.376, 0.369, 0.390, 0.491, -0.149, -0.384, -0.461, -0.353, -0.544, 0.207, -0.552, 0.372, 0.363, 0.364, 0.385, 0.254, 0.376]
}